(1)
{"formula": "C3H4Cl2", "method": "the ωB97M-V functional and the def2-TZVPD basis", "smiles": "Cl[C@@H]1C[C@H]1Cl", "gap_ev": 10.81, "homo_ev": -9.799, "mol_weight_g_mol": 110.971, "e_lumo_ev": 1.010, "de_lowest_kcal_mol": 53.4, "symbols": ["Cl", "C", "C", "C", "Cl", "H", "H", "H", "H"], "coordinates": [[2.297819, -0.793380, 0.016622], [0.589550, -0.418679, -0.286928], [-0.135598, 0.852242, -0.062070], [-0.594388, -0.224752, 0.656294], [-2.058742, -0.880229, -0.107234], [0.601245, -0.649235, -1.292503], [0.355099, 1.838900, 0.293712], [-0.524756, 1.070317, -0.909133], [-0.530226, -0.795181, 1.691236]], "atomic_forces_ev_per_a": [[-0.1392, 0.3076, 1.2391], [1.3207, 0.6111, 0.8281], [6.2389, 5.2336, 4.3533], [-1.1297, -6.4955, 1.9205], [-0.9018, -0.4428, 0.1785], [-1.4671, -1.1738, -1.6939], [-0.6635, -1.9609, 0.1719], [-3.5314, 1.4024, -5.1227], [0.2731, 2.5184, -1.8748]], "mulliken_charge": [-0.19, -0.35, -0.59, 0.11, -0.21, 0.34, 0.21, 0.34, 0.33]}

(2)
{"formula": "C3H4Cl2", "method": "the ωB97M-V functional and the def2-TZVPD basis", "gap_ev": 9.18, "homo_ev": -10.087, "mol_weight_g_mol": 110.971, "e_lumo_ev": -0.912, "de_lowest_kcal_mol": 146.5, "symbols": ["C", "C", "C", "H", "H", "H", "H", "Cl", "Cl"], "coordinates": [[-0.143521, 0.505289, -0.807894], [-0.195388, -0.652121, 0.123897], [-0.069101, -0.003915, 1.391190], [0.447534, 1.331214, -0.514384], [0.361169, -2.333791, -0.050637], [-0.142757, 1.288423, 1.561552], [0.279020, -0.999266, 2.221073], [0.907439, -0.310751, -2.116826], [-1.444395, 1.174920, -1.807971]], "atomic_forces_ev_per_a": [[0.9759, -2.5156, -4.3635], [0.9528, 1.4077, 5.0523], [0.8738, -4.0810, -0.1103], [0.2682, 0.5835, 0.6488], [-1.7684, 4.6218, 0.2299], [0.2096, -4.5186, -0.2511], [-1.2732, 4.1031, -1.6934], [0.6675, 0.4724, -0.2798], [-0.9062, -0.0733, 0.7671]], "mulliken_charge": [0.03, -0.23, -0.49, 0.31, 0.31, 0.24, 0.20, -0.22, -0.15]}

(3)
{"formula": "C3H4Cl2", "method": "the ωB97M-V functional and the def2-TZVPD basis", "smiles": "ClC1=CC1.Cl", "gap_ev": 9.87, "homo_ev": -9.116, "mol_weight_g_mol": 110.971, "e_lumo_ev": 0.753, "de_lowest_kcal_mol": 58.3, "symbols": ["Cl", "C", "C", "C", "H", "H", "H", "Cl", "H"], "coordinates": [[-0.984354, -1.995846, -0.144821], [0.189429, -0.825043, -0.219622], [0.948762, 0.069656, 0.351465], [1.214132, -0.272439, -1.108830], [0.894993, 0.768671, 1.072348], [0.834672, 0.543061, -1.848109], [2.053047, -0.836380, -1.361212], [-2.429518, 1.174924, 1.024492], [-2.721163, 1.373392, 2.234290]], "atomic_forces_ev_per_a": [[-0.6742, -0.3258, 0.0309], [1.4580, 0.4168, 0.7707], [-1.7153, -2.8579, -2.4613], [-1.9800, 2.9092, -0.8679], [0.5541, 2.1448, 2.3231], [0.9622, -1.6750, 0.7493], [1.4450, -0.6664, -0.5826], [0.1174, -0.0522, -0.5707], [-0.1672, 0.1064, 0.6085]], "mulliken_charge": [-0.14, -0.05, -0.17, -0.46, 0.41, 0.15, 0.26, -0.23, 0.23]}

(4)
{"formula": "C3H4Cl2N3", "method": "the ωB97M-V functional and the def2-TZVPD basis", "gap_ev": 7.79, "total_charge": 1, "homo_ev": -13.446, "mol_weight_g_mol": 152.992, "e_lumo_ev": -5.657, "de_lowest_kcal_mol": 78.2, "symbols": ["C", "C", "C", "N", "N", "N", "Cl", "Cl", "H", "H", "H", "H"], "coordinates": [[1.489698, -1.099736, -0.316159], [0.652276, 0.099342, -0.063581], [2.621018, 1.571670, -0.228829], [2.570019, -1.394121, 0.283732], [1.175400, 1.342628, -0.102978], [-0.637182, -0.135104, 0.193270], [3.050780, 3.108616, 0.048550], [3.418871, -2.751413, 0.002900], [0.935175, -1.796893, -0.895755], [0.582870, 2.165717, -0.040493], [-0.757385, -1.018440, 0.492358], [-1.371921, 0.575545, 0.500666]], "atomic_forces_ev_per_a": [[0.1487, -1.0637, 0.6115], [0.2625, 1.3237, 0.7891], [-1.7203, -2.6005, -0.3930], [-0.6165, 2.5953, 0.4816], [1.6798, 0.6907, -0.1911], [0.7965, 4.7328, -0.6017], [-0.3375, 1.1728, 0.2215], [-0.0106, -0.9886, -0.4284], [-0.2137, -0.8000, -0.9867], [-0.4263, -0.0667, 0.2807], [-1.2449, -3.8248, 0.9933], [1.6824, -1.1710, -0.7768]], "mulliken_charge": [-0.20, 0.73, -0.13, -0.28, -0.17, -0.36, 0.03, 0.06, 0.47, 0.31, 0.25, 0.29]}

(5)
{"formula": "C3H4Cl2O3", "method": "the ωB97M-V functional and the def2-TZVPD basis", "smiles": "CC(Cl)(Cl)C(=O)OO", "gap_ev": 11.66, "homo_ev": -11.102, "mol_weight_g_mol": 158.968, "e_lumo_ev": 0.553, "de_lowest_kcal_mol": 75.2, "symbols": ["C", "C", "Cl", "Cl", "C", "O", "O", "O", "H", "H", "H", "H"], "coordinates": [[-0.388210, 0.716256, -1.332546], [0.730404, 0.681239, -0.260564], [2.252381, 0.076117, -1.047099], [0.883237, 2.170820, 0.725539], [0.345085, -0.445829, 0.839720], [0.904223, -0.798273, 1.819486], [-0.900360, -0.866768, 0.591799], [-1.365696, -1.641196, 1.639857], [0.053241, 1.349410, -2.250447], [-0.597361, -0.416739, -1.602691], [-1.333140, 1.212148, -1.206776], [-0.583805, -2.037185, 2.083723]], "atomic_forces_ev_per_a": [[1.8846, -0.5634, -3.1196], [-1.2623, -1.7652, 1.0182], [-0.6382, 0.7056, 0.5689], [0.2384, -0.4264, -0.7828], [-0.5193, 1.6654, -0.9963], [1.6007, -0.0823, 0.4871], [0.1275, 0.1223, -0.6912], [-1.0825, -1.0217, 0.8360], [-0.7492, -1.8419, 1.7736], [0.5404, 2.5875, 0.0602], [-0.2418, 0.1057, 1.2375], [0.1016, 0.5144, -0.3916]], "mulliken_charge": [-1.17, 0.91, -0.14, -0.14, 0.30, -0.58, -0.12, -0.38, 0.32, 0.31, 0.33, 0.36]}

(6)
{"formula": "C3H4Cl2OS2", "method": "the ωB97M-V functional and the def2-TZVPD basis", "gap_ev": 9.31, "homo_ev": -9.153, "mol_weight_g_mol": 191.104, "e_lumo_ev": 0.159, "de_lowest_kcal_mol": 12.2, "symbols": ["C", "C", "C", "O", "S", "S", "Cl", "Cl", "H", "H", "H", "H"], "coordinates": [[-0.402565, -0.680643, 0.232360], [1.381997, -0.055460, -0.084061], [-1.275262, 0.248414, -0.377707], [2.044858, 0.135547, 1.069925], [1.115328, 1.463094, -1.044074], [-0.647789, 1.977566, -0.185037], [-0.602219, -2.246180, -0.595536], [-2.949330, 0.195640, 0.442218], [-0.538060, -0.863291, 1.274185], [1.908351, -0.744260, -0.715669], [-1.369954, -0.058500, -1.494599], [1.334646, 0.628071, 1.477991]], "atomic_forces_ev_per_a": [[4.6863, -1.3898, -0.5595], [-2.8122, -0.9137, -0.9399], [-2.7951, 1.9283, -2.3178], [-0.4625, -0.1890, 0.6665], [0.3569, -0.0812, -0.7063], [-0.6162, -0.6485, 0.3636], [0.2423, -0.2705, 0.2342], [1.0747, 0.0630, -0.7531], [0.1661, 0.1669, 0.7660], [-0.0095, -0.5579, -0.3187], [-0.2041, 1.0502, 1.8510], [0.3733, 0.8422, 1.7140]], "mulliken_charge": [-0.33, -0.31, -0.15, -0.43, -0.07, -0.06, -0.17, -0.18, 0.45, 0.44, 0.40, 0.41]}

(7)
{"formula": "C3H4Cl2S", "method": "the ωB97M-V functional and the def2-TZVPD basis", "gap_ev": [8.78, 8.78], "homo_ev": [-8.717, -8.717], "mol_weight_g_mol": 143.038, "e_lumo_ev": [0.060, 0.060], "de_lowest_kcal_mol": 90.6, "symbols": ["C", "C", "C", "S", "Cl", "Cl", "H", "H", "H", "H"], "coordinates": [[-1.093289, 0.860233, 1.129446], [-0.564137, -0.302381, 1.239984], [0.644476, -0.565035, -0.787778], [2.171838, 0.168668, -0.463598], [-0.416228, 0.416084, -1.798734], [0.512623, -2.289357, -1.219512], [-1.727440, 1.273644, 1.790977], [-1.274987, 1.255955, 0.067852], [-0.570859, -1.242261, 1.795404], [2.318003, 0.424451, -1.754041]], "atomic_forces_ev_per_a": [[0.1014, -0.7169, -3.5598], [1.9639, -1.4140, -2.6487], [-3.4340, -0.3122, 2.5567], [0.3429, -0.1208, 0.2195], [0.5094, -0.4179, -0.3786], [0.3256, 0.6414, 0.1117], [-1.9516, 1.3845, 2.6734], [1.0548, -0.0310, 1.4973], [0.4401, 0.7030, 0.0314], [0.6473, 0.2839, -0.5030]], "mulliken_charge": [-0.43, -0.24, 0.04, -0.10, -0.16, -0.15, 0.36, 0.18, 0.35, 0.14]}

(8)
{"formula": "C3H4Cl3P", "method": "the ωB97M-V functional and the def2-TZVPD basis", "gap_ev": 7.64, "homo_ev": -7.600, "mol_weight_g_mol": 177.398, "e_lumo_ev": 0.037, "de_lowest_kcal_mol": 95.1, "symbols": ["C", "C", "C", "P", "Cl", "Cl", "Cl", "H", "H", "H", "H"], "coordinates": [[-0.022165, -0.730170, 0.002376], [-0.054654, 0.573424, -0.028170], [2.286620, 2.726394, 0.992499], [1.989367, 1.132025, 1.849207], [1.105451, 4.001810, 1.225733], [3.345289, 2.728524, 2.384807], [3.051572, 3.087160, -0.519234], [-0.578388, -1.183823, 0.672541], [0.662395, -1.310919, -0.503153], [0.572855, 0.983233, -0.775610], [-0.625533, 1.122718, 0.798802]], "atomic_forces_ev_per_a": [[1.1263, 1.5840, -0.8383], [-0.7352, 1.1178, 1.4396], [-1.5484, -0.3654, -0.1606], [-0.5014, -0.8521, -1.0057], [-0.8334, 0.5930, 0.1066], [2.3116, 1.0407, 1.6354], [0.6485, -0.5347, -0.5214], [-2.6406, -2.5211, 3.2305], [1.1334, -1.0539, -1.6186], [0.3618, 1.4015, -0.3496], [0.6773, -0.4098, -1.9179]], "mulliken_charge": [-0.54, -0.79, 0.29, 0.04, -0.14, -0.07, -0.12, 0.34, 0.28, 0.33, 0.37]}